Here is a molecular structure, C30H31CoFN2O6PS from OMol25. Energies are from the ωB97M-V functional and the def2-TZVPD basis.

Computed properties:
Orbital gap (alpha / beta) ... 7.014 / 6.962 eV
Energy above the lowest of the compared OMol25 structures with the same formula, charge and spin ... 18.9 kJ/mol
Charge ... +1
2S+1 ... 2

Last column: Mulliken spin population.
Geometry (Å):
Co -0.966 -2.495 0.104  1.05
O 0.440 -2.931 3.888  0.00
C -0.142 -2.726 2.731  -0.01
O 0.284 -3.096 1.660  0.00
C -1.454 -1.981 2.799  0.01
C -2.086 -1.466 3.916  0.00
C -3.269 -0.774 3.725  0.00
C -3.779 -0.626 2.441  0.00
C -3.084 -1.193 1.390  0.00
N -1.957 -1.848 1.591  -0.01
C -3.426 -1.203 -0.092  0.00
O -4.520 -0.611 -0.529  0.00
O -2.675 -1.753 -0.855  0.01
H 1.283 -3.392 3.731  0.00
H -1.649 -1.592 4.897  0.00
H -3.793 -0.347 4.570  0.00
H -4.698 -0.076 2.283  0.00
H -5.058 -0.240 0.182  0.00
O -0.206 -4.684 -0.717  0.00
N -0.153 -3.355 -1.290  -0.05
C 1.085 -3.102 -1.861  0.00
C 1.003 -2.152 -3.031  0.00
C 1.275 -2.696 -4.280  0.00
C 1.269 -1.921 -5.428  0.00
C 1.000 -0.564 -5.342  0.00
C 0.709 -0.010 -4.108  0.00
C 0.689 -0.788 -2.945  0.00
P 0.289 0.124 -1.439  0.01
C 1.715 1.160 -1.107  0.01
C 2.667 0.636 -0.229  0.00
C 3.829 1.349 0.027  0.00
C 4.038 2.584 -0.574  0.00
C 3.093 3.106 -1.447  0.00
C 1.936 2.392 -1.722  0.00
C -1.102 1.189 -1.877  0.00
C -2.099 0.711 -2.730  0.00
C -3.241 1.464 -2.959  0.00
C -3.399 2.696 -2.338  0.00
C -2.421 3.173 -1.475  0.00
C -1.278 2.420 -1.240  0.00
H 0.552 -4.768 -0.117  0.00
H 1.524 -4.042 -2.182  0.00
H 1.505 -3.753 -4.350  0.00
H 1.489 -2.373 -6.386  0.00
H 1.011 0.057 -6.228  0.00
H 0.484 1.048 -4.051  0.00
H 2.487 -0.328 0.234  0.00
H 4.579 0.936 0.691  0.00
H 4.944 3.140 -0.368  0.00
H 3.261 4.065 -1.920  0.00
H 1.212 2.796 -2.420  0.00
H -1.984 -0.252 -3.213  0.00
H -4.007 1.089 -3.627  0.00
H -4.285 3.288 -2.530  0.00
H -2.544 4.134 -0.992  0.00
H -0.519 2.796 -0.565  0.00
C 3.137 -0.311 3.963  0.00
C 2.285 0.917 3.676  0.00
S 0.663 0.390 3.065  0.00
O -0.027 -0.687 -0.213  -0.01
C 0.067 1.875 2.224  0.00
C -0.699 2.841 3.118  0.00
H 4.125 -0.015 4.319  0.00
H 3.263 -0.915 3.061  0.00
H 2.680 -0.934 4.736  0.00
H 2.737 1.534 2.901  0.00
H 2.161 1.519 4.575  0.00
H -0.559 1.501 1.412  0.00
H 0.933 2.357 1.767  0.00
H -1.577 2.356 3.550  0.00
H -1.034 3.713 2.551  0.00
H -0.075 3.193 3.940  0.00
F 2.060 -2.552 -0.938  0.00